No. 1
Formula: C19H25BO6
Source: the Open Molecules 2025 dataset
Level of theory: wB97M-V/def2-TZVPD

XYZ file:
```
51
Properties=species:S:1:pos:R:3:forces:R:3:mulliken_charge:R:1
C -2.4860 5.6000 -2.2351 -0.175 -0.648 0.039 -0.854
C -3.9050 4.7867 -2.2301 0.379 1.582 -1.311 -0.191
O -3.7001 3.3427 -2.2753 -0.252 -0.172 3.056 -0.572
B -3.7358 2.7773 -0.9323 -2.525 -0.171 -1.064 0.726
O -4.9359 2.0388 -0.6030 2.629 1.513 0.554 -0.558
C -2.5071 2.9752 0.1206 2.194 0.817 -1.945 -0.052
O -2.6205 4.0113 1.1677 1.196 -3.273 2.550 -0.327
C -1.8741 3.3874 2.2431 -0.270 0.384 3.441 0.529
O -2.0185 3.5477 3.4819 0.768 -0.190 -6.244 -0.532
O -0.9032 2.4431 1.6925 -3.016 0.274 0.291 -0.295
C -1.7384 1.7096 0.7330 -0.844 0.410 -1.985 0.537
C -2.5605 0.4268 1.2503 0.762 -0.533 0.543 -0.755
O -2.8753 0.4304 2.6603 1.178 -0.366 -0.973 -0.403
C -1.7678 -0.0251 3.4730 0.512 0.108 1.792 -0.526
H -2.4113 6.3260 -3.1161 -0.288 -1.006 1.289 0.307
H -2.3136 6.1821 -1.2610 -0.160 -0.992 -1.435 0.218
H -1.6711 4.7993 -2.3977 -1.159 1.394 0.389 0.226
H -4.6017 5.1336 -1.3875 1.084 -0.695 -0.997 0.227
H -4.4360 5.0611 -3.2176 0.710 -0.617 1.618 0.316
H -4.9334 1.9008 0.3748 -0.131 -0.079 -1.036 0.353
H -1.6832 3.4484 -0.5486 -1.220 -0.944 0.855 -0.088
H -1.1878 1.2849 -0.1943 -0.131 0.913 1.798 0.313
H -3.5315 0.2780 0.6658 1.360 0.472 0.741 0.405
H -1.8992 -0.5002 1.0238 -0.997 1.422 0.324 0.247
H -0.9437 0.7710 3.6260 -1.355 -1.127 -0.556 0.192
H -2.1945 -0.2242 4.5324 0.567 0.297 -1.874 0.258
H -1.2764 -0.9958 3.1148 -0.854 1.280 0.133 0.267
C 2.6418 -1.0124 -0.3791 -0.004 0.077 0.019 -0.536
C 3.9392 -0.6396 -0.0417 -0.064 0.021 0.042 -0.465
C 4.1538 0.3443 0.9190 -0.106 -0.011 -0.008 -0.358
C 3.0701 0.9590 1.5396 0.023 -0.087 -0.099 -0.683
C 1.7723 0.5927 1.1957 -0.040 -0.050 0.011 0.141
C 1.5578 -0.3940 0.2377 0.169 0.048 0.043 -0.389
H 2.4747 -1.7841 -1.1232 0.008 0.101 0.020 0.558
H 4.7844 -1.1169 -0.5273 -0.074 0.035 0.051 0.348
H 5.1657 0.6324 1.1842 -0.088 -0.028 -0.026 0.371
H 3.2371 1.7241 2.2903 -0.026 -0.057 -0.065 0.394
H 0.9268 1.0761 1.6756 0.172 -0.056 -0.035 0.362
H 0.5456 -0.6816 -0.0291 0.068 -0.013 0.013 0.278
C 2.4033 -7.0760 -1.0501 0.061 0.085 -0.029 -0.333
C 2.1441 -5.9168 -0.3252 0.040 -0.012 -0.078 -0.563
C 2.7737 -4.7245 -0.6695 0.013 -0.077 -0.042 -0.128
C 3.6666 -4.6923 -1.7368 -0.074 -0.097 0.058 -0.189
C 3.9328 -5.8535 -2.4560 -0.043 0.000 0.037 -0.485
C 3.3004 -7.0450 -2.1141 -0.031 0.083 0.063 -0.371
H 1.9072 -8.0039 -0.7857 0.049 0.075 -0.016 0.354
H 1.4499 -5.9424 0.5086 0.061 0.006 -0.079 0.356
H 2.5689 -3.8203 -0.1061 0.032 -0.109 -0.016 0.355
H 4.1558 -3.7622 -2.0070 -0.020 -0.066 0.019 0.312
H 4.6334 -5.8299 -3.2845 -0.071 -0.002 0.075 0.351
H 3.5062 -7.9498 -2.6764 -0.017 0.082 0.045 0.351
```
Forces are in eV/Å.

- SMILES = CCOB(O)[C@H]1OC(=O)O[C@H]1COC.c1ccccc1.c1ccccc1

***

No. 2
Formula: C27H42N6O6RbS
Source: the Open Molecules 2025 dataset
Level of theory: wB97M-V/def2-TZVPD

XYZ file:
```
83
Properties=species:S:1:pos:R:3:forces:R:3:mulliken_charge:R:1
Rb 0.2713 0.8608 -1.2360 -0.139 -0.074 -0.339 0.845
O 5.2488 4.5500 1.1465 -1.049 -1.237 -0.362 -0.623
C 4.9148 3.4845 1.9214 0.232 1.063 -1.654 0.293
O 5.3249 3.3755 3.0445 0.363 0.219 0.864 -0.640
C 4.0339 2.4101 1.3764 0.069 1.797 -0.124 0.600
C 3.6556 1.4190 2.2374 1.007 1.018 1.214 -0.622
N 2.8684 0.6558 1.5337 -1.568 -2.605 0.704 0.424
N 2.5991 1.0375 0.3074 0.877 2.406 -0.484 -0.315
C 3.2781 2.2194 0.2009 -0.194 -1.172 0.055 0.176
C 3.2050 3.0908 -1.0160 0.389 -1.089 -1.245 0.445
O 4.1451 3.9288 -1.1164 -0.497 0.457 0.068 -0.896
O 2.3342 2.8296 -1.8906 0.410 0.446 0.955 -0.726
H 4.8254 4.4269 0.1889 0.442 -0.276 1.030 0.473
H 3.8769 1.4317 3.3208 -0.191 -0.729 -0.998 0.438
H 2.3514 -0.1427 1.8647 -0.179 -0.415 0.340 0.240
O -0.8968 2.6362 0.6214 -0.252 -1.141 0.311 -0.481
S -0.7150 3.9236 1.3430 -0.340 0.626 -1.031 0.103
C 0.2291 4.9297 0.1241 -1.485 1.157 0.720 -0.307
C 1.4246 5.5122 0.8313 0.315 0.970 -0.224 -0.164
C 1.4027 5.1321 2.3045 1.941 -0.240 0.507 -0.758
C 0.6274 3.8849 2.5189 -0.027 -1.669 0.669 0.139
H -0.5340 5.7049 -0.1202 0.716 -0.380 -0.206 0.439
H 0.4644 4.3569 -0.7616 -0.053 -0.453 -0.010 0.017
H 1.4308 6.5995 0.7386 -0.005 -0.003 -0.027 0.452
H 2.3401 5.2004 0.3309 0.017 -0.224 0.185 -0.171
H 1.0314 5.8479 3.0009 -0.423 1.162 0.046 0.371
H 2.4508 4.9709 2.6228 -0.428 0.005 0.016 0.238
H 0.2790 3.7200 3.5602 -0.116 0.386 -0.664 0.471
H 1.1958 2.9895 2.2960 0.273 -0.286 -0.394 -0.340
N 0.8128 -1.1722 2.6258 0.201 -0.788 -0.146 -0.655
C -0.1437 -1.8276 2.5536 0.092 1.484 0.475 0.400
N -1.4137 -2.1900 2.5470 0.489 -0.542 0.985 -0.089
C -2.2596 -1.2794 1.8079 0.071 -0.155 -1.975 0.349
C -3.7100 -1.4782 2.1162 -0.375 -0.817 -0.496 -1.138
C -4.2095 -2.9551 2.1086 0.820 1.018 -0.400 -0.513
C -3.1825 -3.8461 2.7562 0.281 -1.772 0.992 -0.829
C -1.7199 -3.6469 2.4574 1.215 1.148 -1.486 0.166
H -2.0668 -1.4447 0.7476 -0.170 -0.489 -0.222 -0.620
H -1.9866 -0.2234 1.8685 0.234 -0.108 0.926 0.442
H -4.2293 -0.8443 1.3927 -0.382 -0.089 0.573 0.498
H -3.8213 -1.1425 3.1198 -0.573 0.658 0.880 0.446
H -4.4345 -3.3543 1.1187 0.136 0.359 -0.193 0.144
H -5.1150 -3.0273 2.6951 -0.354 0.071 0.061 0.379
H -3.4346 -4.8749 2.4697 0.138 -0.002 0.189 0.375
H -3.2316 -3.8283 3.8615 -0.359 0.229 -0.350 0.340
H -1.3231 -3.9664 1.4691 -0.952 -0.114 0.183 -0.439
H -1.0418 -4.1311 3.1568 -0.354 -0.142 0.395 0.563
N 1.2483 5.2172 -3.8895 0.168 -0.457 -0.175 -0.577
N 2.2868 5.6515 -2.9686 -0.170 -0.690 -0.271 -0.303
H 0.4318 4.9696 -3.3268 0.422 0.085 -0.181 0.262
H 1.5406 4.3485 -4.3781 -0.259 0.672 0.576 0.278
H 2.9562 6.1678 -3.5250 -0.077 0.174 -0.030 0.281
H 2.7883 4.8195 -2.6375 -0.186 0.353 0.109 0.027
C -3.3006 -0.6502 -1.2916 0.076 -1.060 0.123 -0.254
C -3.3701 -1.9787 -2.1060 0.733 0.235 -0.968 0.049
C -3.2311 -1.6688 -3.6363 -0.691 0.670 1.216 -1.679
C -2.3552 -3.0287 -1.6487 0.874 0.468 0.301 0.424
C -2.8169 -4.2469 -1.2098 1.865 0.478 -0.311 -0.425
C -1.9401 -5.2576 -0.8004 -1.544 -0.099 -0.244 -1.149
C -0.5951 -5.0406 -0.8203 0.088 0.742 -0.371 -1.111
C -0.0468 -3.8116 -1.2738 -0.002 -1.668 0.681 0.730
C 1.4435 -3.7134 -1.3746 1.293 0.982 -0.863 0.344
C 2.0924 -2.8200 -0.2890 1.573 -1.050 0.402 -1.029
C 1.9699 -3.3018 -2.7826 0.332 -0.698 -1.372 -1.415
C -0.8923 -2.7709 -1.6690 -1.627 1.322 -0.701 0.773
O -0.4506 -1.6235 -2.0885 -0.111 -0.514 0.430 -0.992
H -3.6085 0.1807 -1.9183 -0.098 0.242 0.082 0.618
H -2.2710 -0.4934 -0.9290 -0.534 0.061 -0.374 -0.355
H -3.9677 -0.7513 -0.4213 0.238 0.343 -0.442 -0.424
H -4.3574 -2.4271 -2.0078 -0.181 0.002 0.339 0.566
H -2.2777 -1.2176 -3.7756 0.942 0.251 -0.303 0.314
H -3.9861 -0.9088 -3.9282 0.180 -0.537 0.044 0.431
H -3.3119 -2.5508 -4.2480 -0.112 -0.373 -0.207 0.365
H -3.8373 -4.4272 -1.2962 -1.834 -0.437 0.089 0.608
H -2.3885 -6.2262 -0.6115 0.311 -0.124 0.337 0.282
H -0.0343 -5.8990 -0.4975 0.931 0.045 -0.074 0.354
H 1.8528 -4.7204 -1.2778 -0.173 -0.111 0.478 0.473
H 2.0105 -1.7319 -0.4485 -0.363 -0.528 0.084 0.030
H 3.2229 -3.0384 -0.2058 -1.495 0.323 -0.354 0.387
H 1.6959 -3.1582 0.6819 0.008 0.610 -0.174 0.273
H 2.0396 -2.2251 -2.9727 -0.184 -0.138 0.379 0.227
H 1.2874 -3.6963 -3.6009 0.773 0.303 0.957 0.324
H 3.0195 -3.7237 -2.9933 -1.430 0.455 0.477 0.355
```
Forces are in eV/Å.

- charge = -1

***

No. 3
Formula: C6H7NO
Source: the Open Molecules 2025 dataset
Level of theory: wB97M-V/def2-TZVPD

XYZ file:
```
15
Properties=species:S:1:pos:R:3:forces:R:3:mulliken_charge:R:1
C -1.7162 -0.2888 0.0037 -5.572 -3.071 0.324 0.617
C -0.6563 -0.1285 1.1357 1.653 0.042 1.305 -0.496
C 1.3490 1.0854 -0.0824 -1.358 -0.279 2.432 -0.687
C 2.2151 -0.1319 -0.0253 -4.052 3.760 -0.463 -0.505
C 2.8783 -1.0984 -0.0013 5.328 -4.686 -2.802 0.373
C -0.6882 0.1305 -0.9806 -0.387 -3.707 0.197 -0.411
H 0.0745 -1.2023 0.9914 -1.848 3.256 0.595 0.213
H -0.5973 0.2821 2.3097 -0.915 -1.420 -3.274 0.285
H 1.7347 1.6807 0.7213 0.004 0.817 0.340 0.360
H 1.4001 1.6256 -0.9896 0.396 0.298 -0.995 0.346
H 3.7270 -1.7492 -0.5997 -2.774 1.592 2.510 0.282
H 0.2044 -0.9236 -0.8636 -2.773 2.947 -1.428 0.178
H -1.2504 0.2817 -1.9878 1.949 0.737 1.475 0.304
N -0.2827 1.0055 0.1716 5.187 -1.556 -1.202 -0.266
O -2.9506 -0.5555 -0.1352 5.163 1.273 0.986 -0.591
```
Forces are in eV/Å.

***

No. 4
Formula: C4H7O2Yb
Source: the Open Molecules 2025 dataset
Level of theory: wB97M-V/def2-TZVPD

XYZ file:
```
14
Properties=species:S:1:pos:R:3:forces:R:3:mulliken_charge:R:1
H 0.2303 2.6095 0.7731 0.128 0.471 0.151 -0.352
O -2.1394 1.2155 0.3462 0.563 -0.291 -0.018 -0.500
C -1.0071 0.7386 -0.2217 -0.536 -1.087 -0.848 -0.552
C -0.7344 -0.5893 -0.1935 -1.226 1.071 -0.344 -0.297
C 0.4468 -1.1628 -0.9438 -0.058 0.087 0.762 -0.390
C 1.3062 -1.3318 0.2570 1.206 -0.186 -0.004 0.167
O 1.7575 -0.4025 0.9486 0.048 -1.182 -0.817 -0.399
Yb 1.5353 1.5776 1.8310 -0.060 0.468 0.386 1.028
H -2.2036 2.1686 0.2357 0.145 0.167 -0.006 0.347
H -0.4118 1.4125 -0.8467 -0.344 -0.186 0.360 0.604
H -1.4182 -1.2656 0.3231 0.253 0.162 -0.096 0.409
H 0.8753 -0.4691 -1.6768 -0.120 -0.088 0.204 0.293
H 0.2108 -2.1369 -1.3909 0.176 0.375 0.037 0.280
H 1.5522 -2.3644 0.5587 -0.175 0.218 0.232 0.362
```
Forces are in eV/Å.

- charge = +1

***

No. 5
Formula: C5H6O
Source: the Open Molecules 2025 dataset
Level of theory: wB97M-V/def2-TZVPD

XYZ file:
```
12
Properties=species:S:1:pos:R:3:forces:R:3:mulliken_charge:R:1
O 0.1859 1.7677 0.1526 0.640 0.328 1.801 -0.423
C 0.4974 0.8955 0.9441 -0.821 1.349 1.190 -0.042
C -0.2904 -0.4033 1.0737 0.193 0.259 0.010 -0.381
C -0.5626 -0.7170 -0.3765 -0.152 -0.101 0.190 -0.358
C -0.2848 0.4189 -1.2790 -0.011 -1.579 -1.833 -0.118
C 0.6878 -0.4501 -1.1444 -0.988 -0.499 -2.011 -0.749
H 1.2971 1.1111 1.6510 0.284 -0.062 0.356 0.355
H 0.2887 -1.2090 1.5403 0.014 0.303 0.086 0.256
H -1.1398 -0.1636 1.7373 0.056 -0.082 -0.248 0.326
H -1.3330 -1.4343 -0.6781 0.216 0.010 0.321 0.345
H -0.8048 1.1098 -1.9162 0.139 0.183 0.143 0.423
H 1.4587 -0.9258 -1.7047 0.430 -0.109 -0.007 0.365
```
Forces are in eV/Å.

- SMILES = O=CCC1C=C1

***

No. 6
Formula: C4H6O2
Source: the Open Molecules 2025 dataset
Level of theory: wB97M-V/def2-TZVPD

XYZ file:
```
12
Properties=species:S:1:pos:R:3:forces:R:3:mulliken_charge:R:1
C -1.5529 -0.3555 -0.5115 -0.033 -0.043 -0.002 -0.978
C -0.5817 -0.4519 0.6387 0.078 -0.410 0.111 0.520
O -0.5559 -1.3639 1.4348 -0.308 0.249 -0.199 -0.549
C 0.5233 0.5868 0.7330 1.649 -1.563 -0.708 0.329
C 1.7290 0.0893 -0.2639 -1.245 2.060 0.556 -0.571
O 0.5159 1.6755 -0.0219 2.009 -0.917 -1.154 -0.553
H -1.0994 0.1404 -1.3744 -0.032 -0.059 0.158 0.320
H -1.9012 -1.3577 -0.7717 0.023 0.159 0.068 0.319
H -2.4169 0.2497 -0.2135 0.137 -0.054 0.015 0.266
H 0.8711 0.7263 1.7735 -0.023 -0.336 -0.317 0.382
H 1.6396 -0.1045 -1.3504 -1.048 0.092 0.858 0.255
H 2.8291 0.1655 -0.0729 -1.206 0.821 0.614 0.259
```
Forces are in eV/Å.

***

| no. | energy (Eh) |
| --- | --- |
| 1 | -1215.24230 |
| 2 | -2256.36106 |
| 3 | -362.53865 |
| 4 | -1465.44359 |
| 5 | -269.19442 |
| 6 | -306.35757 |